The following is a quantum chemistry calculation of a molecular structure, C60H126N2O12, from the Open Molecules 2025 dataset.

Atoms and positions in Å:
C: 2.03824 3.28305 -0.58710
C: 2.35975 2.65306 0.74509
C: 3.58480 3.44026 1.23711
O: 3.99351 4.27046 0.11906
C: 2.77088 4.62705 -0.49298
H: 0.96314 3.38900 -0.73216
H: 2.33164 2.70701 -1.46470
H: 2.68904 1.62179 0.61796
H: 1.54658 2.73136 1.46670
H: 4.45492 2.83297 1.48648
H: 3.44576 4.10304 2.09122
H: 3.05256 5.20788 -1.37127
H: 2.42368 5.42850 0.15912
C: 3.44553 -2.65026 0.69066
C: 4.59010 -3.31437 -0.10288
C: 4.96494 -2.05607 -0.90885
O: 4.71906 -0.95062 -0.01353
C: 4.00205 -1.35513 1.08350
H: 3.15074 -3.24028 1.55847
H: 2.55444 -2.44470 0.09755
H: 4.12720 -4.11047 -0.68603
H: 5.36405 -3.74519 0.53232
H: 4.31829 -1.96604 -1.78169
H: 6.02354 -2.06008 -1.16855
H: 3.22193 -0.59973 1.17784
H: 4.50279 -1.34010 2.05155
C: -2.92934 -0.28297 -2.06875
C: -2.60115 0.62458 -3.26235
C: -3.17227 -0.17270 -4.41424
O: -4.44318 -0.59962 -3.88695
C: -4.28062 -0.81919 -2.47948
H: -3.02726 0.32172 -1.16717
H: -2.19345 -1.07455 -1.92744
H: -1.52890 0.79827 -3.35289
H: -3.02843 1.61956 -3.13768
H: -2.52003 -1.02751 -4.59309
H: -3.20893 0.37606 -5.35531
H: -4.32420 -1.88052 -2.23499
H: -5.10064 -0.29276 -1.99108
C: -3.27043 -1.57018 4.26251
C: -3.52639 -1.39217 5.73462
C: -2.24410 -0.76382 6.30413
O: -1.48285 -0.45011 5.15428
C: -2.22376 -0.48080 3.96491
H: -4.24477 -1.52570 3.77589
H: -2.80868 -2.54502 4.10575
H: -3.76857 -2.31585 6.26020
H: -4.38877 -0.73678 5.85657
H: -1.73853 -1.52327 6.90057
H: -2.48836 0.14444 6.85502
H: -1.72944 -0.70355 3.01933
H: -2.63401 0.52572 3.88301
C: -0.10098 4.48352 1.45614
C: -1.58473 4.70186 1.76889
C: -1.76073 4.21283 3.19704
O: -0.47163 4.46103 3.77438
C: 0.62462 4.51317 2.83878
H: 0.17131 5.32951 0.82505
H: 0.05975 3.49519 1.02550
H: -2.19390 4.29414 0.96219
H: -1.81918 5.76628 1.75649
H: -2.06452 3.16842 3.12627
H: -2.54298 4.80670 3.66980
H: 1.25597 3.63138 2.94816
H: 1.22168 5.41665 2.96263
C: 1.10730 -4.35401 -0.22318
C: 0.73415 -3.05390 -0.89701
C: -0.80936 -3.04043 -0.70236
O: -0.98177 -3.74484 0.51811
C: 0.22115 -4.33797 1.00070
H: 2.14785 -4.33986 0.10111
H: 0.98037 -5.16007 -0.94588
H: 0.92285 -2.94742 -1.96526
H: 1.22068 -2.23164 -0.37235
H: -1.30833 -3.57483 -1.51079
H: -1.16519 -2.02377 -0.53540
H: -0.02271 -5.34219 1.34738
H: 0.59582 -3.77966 1.85862
C: -1.58843 -4.12448 4.25684
C: -0.61150 -3.54604 5.27421
C: 0.45169 -2.81381 4.42909
O: 0.29145 -3.35188 3.14893
C: -1.05489 -3.57806 2.92152
H: -2.61277 -3.85049 4.50936
H: -1.52738 -5.21277 4.25941
H: -0.08967 -4.26615 5.90450
H: -1.10491 -2.88663 5.98824
H: 1.46915 -2.94119 4.79873
H: 0.29103 -1.73612 4.39975
H: -1.19785 -4.32847 2.14400
H: -1.53944 -2.66198 2.58375
C: -2.91808 -1.36245 0.00070
C: -3.74865 -0.28239 0.68364
C: -4.25983 -1.09517 1.91176
O: -3.31444 -2.10366 2.17575
C: -2.29420 -2.09573 1.14957
H: -2.16820 -0.92764 -0.66015
H: -3.44678 -2.10592 -0.59580
H: -4.52965 0.06712 0.00838
H: -3.20315 0.60328 1.00938
H: -5.19557 -1.61184 1.69834
H: -4.30595 -0.50663 2.82805
H: -1.94816 -3.10255 0.91576
H: -1.44312 -1.52457 1.52042
C: -2.75462 2.35449 0.16348
C: -4.07782 3.06456 -0.06804
C: -4.01483 3.68311 -1.45244
O: -2.66671 4.07960 -1.46873
C: -1.84438 3.14508 -0.82695
H: -2.74337 1.29221 -0.08050
H: -2.40097 2.51984 1.18117
H: -4.22014 3.80823 0.71606
H: -4.91198 2.36526 -0.01076
H: -4.78408 4.40758 -1.71979
H: -4.12209 2.95596 -2.25735
H: -0.96996 3.69836 -0.48435
H: -1.52413 2.46268 -1.61427
C: 3.62167 0.64638 -1.93039
C: 2.84639 -0.27054 -2.83464
C: 3.12331 0.19483 -4.27125
O: 3.31242 1.62874 -4.09793
C: 3.92250 1.87859 -2.81668
H: 4.51527 0.14021 -1.56524
H: 3.08900 0.91159 -1.01713
H: 1.79661 -0.11299 -2.58719
H: 3.21314 -1.27974 -2.64733
H: 2.21582 -0.06038 -4.81848
H: 3.96306 -0.32456 -4.73292
H: 3.54481 2.81402 -2.40386
H: 4.97999 1.98896 -3.05676
C: 4.00421 1.42316 3.42771
C: 2.71417 0.69557 3.14743
C: 2.87449 -0.62611 3.90493
O: 4.22227 -0.88754 3.57967
C: 5.02358 0.31463 3.40772
H: 3.96857 1.89386 4.41019
H: 4.16527 2.19560 2.67572
H: 2.49470 0.49044 2.09964
H: 1.91872 1.36956 3.46540
H: 2.17985 -1.33566 3.45536
H: 2.60049 -0.56017 4.95787
H: 5.61918 0.22909 2.49885
H: 5.74953 0.45016 4.20941
C: 1.24241 3.92302 -3.37741
C: 1.00141 2.61779 -4.10460
C: 0.51170 1.72042 -2.91678
O: -0.14653 2.61487 -2.01075
C: 0.03102 3.97602 -2.43186
H: 1.36197 4.77631 -4.04500
H: 2.14758 3.88660 -2.77124
H: 1.89745 2.24007 -4.59707
H: 0.29313 2.72749 -4.92582
H: 1.36639 1.37551 -2.33485
H: -0.13351 0.91294 -3.26291
H: 0.24826 4.64704 -1.60080
H: -0.88553 4.32401 -2.90823
C: 0.30530 -1.36303 -2.57568
C: 0.51190 -1.54413 -4.11126
N: -0.76389 -1.68091 -4.80319
C: -1.51575 -2.88199 -4.36536
C: -0.76460 -4.23738 -4.54220
C: -0.56383 -1.61782 -6.22085
C: -1.91130 -1.55279 -7.00906
H: -0.14286 -2.27259 -2.17572
H: -0.45160 -0.59939 -2.39664
H: 1.24205 -1.21092 -2.03954
H: 0.99358 -0.66544 -4.54022
H: 1.20436 -2.36890 -4.27966
H: -1.80489 -2.72609 -3.32604
H: -2.45502 -2.96710 -4.91184
H: 0.10647 -4.37101 -3.90073
H: -1.46794 -5.00844 -4.22775
H: -0.46624 -4.43430 -5.57191
H: 0.08206 -2.40477 -6.61025
H: -0.07601 -0.65852 -6.39370
H: -2.64827 -2.33506 -6.82734
H: -1.57616 -1.55980 -8.04624
H: -2.42593 -0.59783 -6.90271
C: -0.49841 0.41929 -1.46546
C: -0.24611 1.13951 -0.12204
N: -0.05285 0.22737 1.03964
C: 1.08588 -0.62232 0.75035
C: 1.00220 -1.89258 1.62968
C: 0.04227 0.95140 2.31435
C: -1.30233 1.62819 2.71776
H: -0.99923 1.16568 -2.08203
H: -1.16972 -0.42934 -1.33404
H: 0.41274 0.12128 -1.98422
H: 0.62906 1.77186 -0.27144
H: -1.03875 1.87286 0.02633
H: 2.02247 -0.11394 0.97934
H: 1.22095 -0.93997 -0.28356
H: 0.96195 -1.69272 2.70044
H: 1.85027 -2.55856 1.47042
H: 0.14910 -2.52355 1.38029
H: 0.28663 0.23381 3.09758
H: 0.85736 1.67344 2.26535
H: -1.19966 1.97569 3.74576
H: -1.38845 2.53668 2.12166
H: -2.18669 1.00787 2.57210

Summary:
Lowest unoccupied orbital energy ... 0.01957 Eh
Total energy ... -91766.9885 eV
Molecular weight ... 1067.67 g mol⁻¹
Energy relative to the best compared isomer or geometry (same formula, charge and spin) ... 40.703 eV

=====

The following is a quantum chemistry calculation of 14 unconnected molecules or ions with the total composition C60H128N4O22S6, from the Open Molecules 2025 dataset.

Atoms and positions in Å:
C: -3.18518 15.86120 11.48621
C: -1.75167 15.41251 11.61554
C: -1.73150 14.28338 12.64270
C: -0.38428 13.45918 12.68296
C: -0.06816 12.88409 11.28629
C: -0.04151 13.94772 10.11098
N: -1.20070 14.91479 10.28423
O: -1.60293 15.73985 9.22587
C: 1.28425 14.76507 10.13432
C: -0.20607 13.25453 8.68422
C: -0.92197 16.63862 12.12608
H: -3.66572 14.96348 11.09726
H: -3.43081 16.72085 10.86270
H: -3.66700 15.89527 12.46335
H: -1.83978 14.73700 13.62790
H: -2.60300 13.64141 12.51443
H: -0.60206 12.62292 13.34730
H: 0.45456 14.05319 13.04575
H: -0.73859 12.06541 11.02478
H: 0.92748 12.45542 11.40053
H: 1.96217 14.05840 9.65563
H: 1.21539 15.61729 9.45825
H: 1.59347 15.06451 11.13573
H: -1.13089 12.68158 8.75165
H: -0.35091 14.00600 7.90806
H: 0.67702 12.62767 8.56056
H: 0.03826 16.23336 12.44520
H: -1.44772 17.09849 12.96286
H: -0.85468 17.38989 11.33921
H: -2.40284 15.27047 8.97802
C: 9.08312 3.79283 12.26622
C: 8.54875 5.29844 12.18008
C: 9.55834 5.97709 11.22754
C: 9.02326 7.30019 10.66917
C: 7.71857 7.20224 10.02646
C: 6.62833 6.41656 10.90293
N: 7.23369 5.23369 11.50377
O: 6.31108 4.49506 12.21367
C: 5.99677 7.31579 11.92073
C: 5.47174 6.04532 9.94644
C: 8.64575 6.00424 13.50650
H: 8.75294 3.22097 11.39900
H: 8.69888 3.26293 13.13781
H: 10.16016 3.64094 12.19535
H: 10.53934 6.17687 11.65862
H: 9.79431 5.25820 10.44293
H: 9.74428 7.76899 9.99950
H: 9.01576 8.09829 11.41153
H: 7.98077 6.63706 9.13208
H: 7.43145 8.15243 9.57612
H: 6.76108 7.52321 12.66967
H: 5.41060 8.17786 11.60238
H: 5.23706 6.90531 12.58590
H: 4.68621 5.46720 10.43308
H: 4.96251 6.93373 9.57292
H: 5.88005 5.48487 9.10544
H: 8.72025 7.08671 13.40254
H: 9.53350 5.65100 14.03111
H: 7.78165 5.72819 14.11084
H: 6.39700 3.58121 11.93241
C: -0.19165 8.49881 12.03618
C: 0.82371 8.16772 10.91246
C: 1.24950 6.65944 10.86786
C: 0.13482 5.68226 10.43120
C: -0.27910 5.96288 9.01053
C: -0.71028 7.43323 8.89673
N: 0.27197 8.36653 9.57374
O: 0.03466 9.64541 9.23357
C: -0.86593 7.78231 7.37226
C: -2.07685 7.58136 9.53075
C: 2.13675 8.96133 11.13573
H: -1.03913 7.82033 12.13379
H: -0.51916 9.53729 11.98714
H: 0.40732 8.35154 12.93487
H: 2.13301 6.50061 10.24957
H: 1.57351 6.43796 11.88475
H: -0.68514 5.85805 11.12753
H: 0.52911 4.68968 10.64893
H: -1.01128 5.21572 8.70431
H: 0.62934 5.81035 8.42779
H: -1.29337 8.76760 7.18630
H: 0.10293 7.87288 6.88114
H: -1.32937 7.02506 6.73989
H: -2.18599 7.20977 10.54962
H: -2.37908 8.61640 9.69031
H: -2.89512 7.29628 8.86949
H: 2.10978 10.01683 10.86498
H: 3.00526 8.47550 10.69102
H: 2.32323 8.94966 12.20959
H: 0.91028 9.86947 8.91002
C: -1.57330 6.06735 14.39237
C: -0.53166 5.36217 15.18798
C: -1.04289 5.38041 16.69462
C: -0.27170 4.36409 17.57284
C: -0.45510 3.00202 16.92679
C: 0.15072 2.96349 15.51897
N: -0.37028 3.98819 14.67667
O: -0.02608 3.96404 13.39899
C: 1.71697 3.01698 15.59221
C: -0.36980 1.56359 15.05459
C: 0.75957 6.15856 15.17132
H: -1.48385 7.13040 14.61602
H: -2.63164 5.83840 14.51728
H: -1.18933 6.04500 13.37249
H: -0.86014 6.31859 17.21856
H: -2.10993 5.15926 16.66963
H: -0.73210 4.32801 18.56017
H: 0.77147 4.67241 17.64243
H: -1.52501 2.79422 16.94085
H: -0.14343 2.13567 17.51022
H: 2.02782 2.83980 14.56261
H: 2.16152 3.85558 16.12815
H: 1.96725 2.12648 16.16881
H: -1.37299 1.66953 14.64169
H: 0.22442 1.10357 14.26504
H: -0.43773 0.71803 15.73907
H: 1.32588 5.87845 14.28311
H: 1.51264 5.84482 15.89421
H: 0.60713 7.22011 14.97646
H: -0.75887 3.44058 13.06639
C: -0.75784 3.97238 6.03800
S: -0.34533 2.46845 5.04161
O: -1.59891 2.29871 4.23839
C: 0.83610 3.28249 3.85834
H: -1.12584 4.73376 5.35027
H: 0.19090 4.31925 6.44749
H: -1.54616 3.80144 6.77109
H: 0.97289 2.52990 3.08181
H: 1.72827 3.67584 4.34559
H: 0.19559 4.06797 3.45726
C: 0.03346 10.63700 5.16531
S: 1.68615 11.04246 5.82092
O: 1.75069 10.44801 7.23739
C: 2.66007 10.02498 4.64149
H: -0.62375 11.30301 5.72442
H: -0.17948 9.58062 5.32906
H: -0.04556 10.75913 4.08506
H: 2.55412 8.96555 4.87487
H: 3.73197 10.20876 4.56834
H: 2.14168 10.20893 3.70046
C: 4.39149 7.43847 6.51297
S: 2.93493 6.50431 7.11545
O: 1.90629 6.67853 5.95885
C: 3.74782 4.85507 6.85607
H: 5.26689 7.17594 7.10698
H: 4.07390 8.47843 6.43733
H: 4.57040 7.14774 5.47781
H: 3.98162 4.75441 5.79621
H: 3.04594 4.06302 7.11710
H: 4.67315 4.75835 7.42396
C: 3.63670 0.64945 10.28319
S: 4.34255 1.70240 11.66842
O: 5.78861 1.89285 11.20725
C: 3.41333 3.26697 11.37934
H: 3.93307 -0.39888 10.31860
H: 3.86425 0.99462 9.27464
H: 2.56732 0.77951 10.44941
H: 3.49617 3.64248 10.35943
H: 3.79665 4.05080 12.03262
H: 2.37099 3.13099 11.66771
C: -3.57174 9.70558 2.75229
S: -2.06555 8.69118 2.38626
O: -2.41296 7.70783 1.30655
C: -2.00174 7.69721 3.95664
H: -4.40139 9.07721 3.07621
H: -3.86761 10.24397 1.85190
H: -3.61660 10.41458 3.57898
H: -1.26644 6.89422 3.90521
H: -2.97021 7.21665 4.09527
H: -1.78700 8.41238 4.75069
C: -3.35895 10.07708 18.02191
S: -2.50308 9.21351 16.71250
O: -3.59876 8.25505 16.17127
C: -2.22884 10.65465 15.51625
H: -4.25896 10.50017 17.57572
H: -2.78292 10.86952 18.49973
H: -3.57898 9.28185 18.73416
H: -1.84472 10.31084 14.55586
H: -1.48466 11.34968 15.90512
H: -3.09391 11.27965 15.29459
C: -4.33983 11.46821 8.18376
C: -3.29494 11.16841 7.17905
O: -4.00509 10.80780 6.02952
C: -5.30109 10.65103 6.33877
O: -6.15330 10.16277 5.57454
O: -5.55738 11.12922 7.55660
H: -4.16528 12.52756 8.37193
H: -4.17249 10.89939 9.09839
H: -2.74712 10.33074 7.61068
H: -2.61069 12.00955 7.06775
C: -6.96848 6.08723 6.41603
C: -6.53552 7.11211 7.38297
O: -5.25808 6.73013 7.64993
C: -4.70627 6.02054 6.57461
O: -3.55900 5.67874 6.35845
O: -5.78512 5.65079 5.82973
H: -7.72103 6.40148 5.69284
H: -7.46464 5.24818 6.90380
H: -7.08070 6.86293 8.29335
H: -6.83206 8.15381 7.26044
C: 4.55230 10.95792 9.07874
C: 5.06728 12.04525 9.95580
O: 6.45840 12.14091 9.75961
C: 6.83864 11.07252 8.99902
O: 7.95063 10.77714 8.45890
O: 5.76855 10.27235 8.81019
H: 4.16011 11.50746 8.22299
H: 3.85193 10.32428 9.62287
H: 4.99335 11.96907 11.04062
H: 4.55632 12.94019 9.60068
C: 3.26998 14.12035 14.25999
C: 2.23401 13.24853 15.09617
O: 2.28641 12.06918 14.35143
C: 3.37507 12.01389 13.54009
O: 3.74567 10.95179 12.94227
O: 4.09699 13.18890 13.56853
H: 3.91705 14.70077 14.91765
H: 2.86502 14.80340 13.51329
H: 1.27877 13.74457 14.92422
H: 2.49743 13.12635 16.14678

Summary:
Lowest unoccupied orbital energy ... -0.00544 Eh
Total energy ... -180297.5249 eV
Molecular weight ... 1450.09 g mol⁻¹

=====

no.,Kohn-Sham gap (hartree)
1,0.30684
2,0.27121